A:
The molecule C14H18N2O5, computed with the ωB97M-V functional and the def2-TZVPD basis.

Atoms and positions in Å:
N -2.51 2.94 -0.17
C -1.76 1.69 -0.24
C -1.78 1.01 1.15
C -1.02 1.79 2.20
C 0.43 1.43 2.32
O 1.05 1.31 3.35
O 1.02 1.24 1.11
C -2.38 0.72 -1.25
O -3.59 0.73 -1.46
N -1.57 -0.17 -1.93
C -0.20 -0.55 -1.63
C -0.04 -1.91 -0.94
C 0.95 -1.88 0.22
C 2.29 -1.61 0.00
C 3.17 -1.50 1.08
C 2.72 -1.65 2.38
C 1.38 -1.95 2.61
C 0.50 -2.06 1.54
C 0.66 -0.45 -2.91
O 1.69 -1.07 -3.05
O 0.20 0.40 -3.84
H -2.31 3.50 -0.96
H -3.49 2.71 -0.20
H -0.70 1.93 -0.50
H -1.41 0.01 1.08
H -2.84 0.92 1.44
H -1.44 1.64 3.20
H -1.15 2.86 1.99
H 1.90 0.89 1.29
H -2.13 -0.87 -2.45
H 0.21 0.24 -0.94
H -1.02 -2.22 -0.52
H 0.26 -2.64 -1.68
H 2.64 -1.45 -1.01
H 4.22 -1.27 0.89
H 3.40 -1.52 3.24
H 1.03 -2.09 3.62
H -0.53 -2.29 1.69
H -0.68 0.74 -3.55

Summary:
SMILES string	N[C@@H](CCC(=O)O)C(=O)N[C@@H](Cc1ccccc1)C(=O)O
HOMO energy	-0.347	hartree
total charge	0
gap between HOMO and LUMO	9.89	eV

B:
The molecule C14H18N2O5, computed with the ωB97M-V functional and the def2-TZVPD basis.

Atoms and positions in Å:
C 4.56 1.14 -2.16
O 4.11 -0.18 -2.40
C 3.00 -0.52 -1.64
C 1.80 0.17 -1.53
C 0.72 -0.23 -0.78
C 0.83 -1.38 -0.02
C 1.98 -2.19 -0.15
C 3.04 -1.77 -0.94
O 4.20 -2.47 -0.99
N -0.04 -1.96 0.94
C -0.95 -1.20 1.80
O -0.52 -1.54 3.15
C -1.01 0.30 1.61
C -2.09 1.04 2.39
C -2.55 2.20 1.45
C -2.58 1.42 0.12
O -3.75 0.54 0.02
C -3.82 -0.10 -1.22
N -1.37 0.58 0.24
C -0.47 0.60 -0.80
O -0.64 1.44 -1.71
H 5.51 1.32 -2.65
H 4.77 1.13 -1.06
H 3.92 2.02 -2.49
H 1.58 1.00 -2.19
H 2.10 -3.05 0.48
H 4.69 -2.07 -1.83
H 0.22 -2.93 1.34
H -2.05 -1.52 1.65
H -1.23 -1.43 3.71
H -0.07 0.89 1.74
H -1.57 1.40 3.23
H -2.92 0.46 2.73
H -1.75 3.02 1.33
H -3.52 2.49 1.88
H -2.58 2.19 -0.65
H -3.44 0.58 -2.06
H -3.26 -1.01 -1.08
H -4.87 -0.37 -1.44

Summary:
SMILES string	COc1cc2c(cc1O)N[C@@H](O)[C@@H]1CC[C@H](OC)N1C2=O
HOMO energy	-0.293	hartree
total charge	0
gap between HOMO and LUMO	8.66	eV

Energy ordering: A at the bottom, the next structure 3.667 eV above.

A:
A cluster of 2 separate species, C10H17N in total, computed with the ωB97M-V functional and the def2-TZVPD basis.

Atoms and positions in Å:
C 1.95 -2.03 2.43
C 1.24 -0.65 2.13
C 1.15 -0.39 0.70
C 1.98 0.58 2.83
C -0.29 -0.64 2.71
H 1.41 -2.77 1.83
H 3.20 -1.90 2.49
H 1.84 -2.45 3.52
H 0.63 0.53 0.52
H 2.29 -0.30 0.63
H 0.79 -1.29 0.19
H 1.32 1.38 2.36
H 3.19 0.54 2.69
H 1.75 0.89 3.97
H -0.27 -1.03 3.67
H -0.63 0.51 2.79
H -1.14 -1.06 2.08
C -1.26 1.68 -4.16
C -2.65 1.89 -3.80
C -3.18 0.98 -2.94
N -2.65 -0.23 -2.54
C -1.35 -0.28 -2.70
C -0.74 0.54 -3.64
H -0.70 2.24 -5.07
H -3.05 2.94 -4.00
H -4.24 1.15 -2.49
H -0.94 -1.04 -2.18
H 0.34 0.19 -4.02

Summary:
SMILES string	CC(C)(C)C.c1ccncc1
HOMO energy	-0.352	hartree
total charge	0
gap between HOMO and LUMO	10.28	eV

B:
The molecule C10H17N, computed with the ωB97M-V functional and the def2-TZVPD basis.

Atoms and positions in Å:
C 1.71 1.68 0.73
C 1.07 0.59 -0.07
C 1.41 0.77 -1.55
C 1.68 -0.80 0.22
C -0.42 0.73 0.25
C -0.86 2.03 -0.34
N -1.18 3.04 -0.79
C -1.01 0.32 1.60
C -1.49 -0.41 0.44
C -1.31 -1.81 0.16
C -2.82 0.15 -0.04
H 2.84 1.61 0.55
H 1.68 1.45 1.84
H 1.28 2.67 0.48
H 2.47 0.61 -1.57
H 0.85 0.09 -2.16
H 1.29 1.79 -1.99
H 2.73 -0.91 0.31
H 1.52 -1.52 -0.54
H 1.23 -1.44 1.04
H -0.31 -0.20 2.19
H -1.60 1.15 2.06
H -2.13 -2.01 -0.54
H -1.13 -2.36 1.14
H -0.47 -2.16 -0.38
H -3.53 -0.61 -0.22
H -2.75 0.72 -0.94
H -3.21 0.85 0.65

Summary:
SMILES string	CC(C)(C)[C@]1(C#N)CC1(C)C
HOMO energy	-0.352	hartree
total charge	0
gap between HOMO and LUMO	10.29	eV

Energy ordering: B at the bottom, the next structure 1.810 eV above.

A:
The molecule CHN3O, computed with the ωB97M-V functional and the def2-TZVPD basis.

Atoms and positions in Å:
C 0.62 0.34 -0.04
N 0.49 -1.02 -0.04
N -0.74 -1.14 0.03
O -1.41 0.00 -0.04
N -0.50 0.97 0.01
H 1.54 0.85 0.08

Summary:
SMILES string	c1nnon1
HOMO energy	-0.437	hartree
total charge	0
gap between HOMO and LUMO	12.27	eV

B:
The molecule CHN3O, computed with the ωB97M-V functional and the def2-TZVPD basis.

Atoms and positions in Å:
C -0.01 0.67 -0.07
N 1.19 -0.07 -0.07
N 0.72 -1.20 -0.04
O -0.72 -1.29 0.00
N -1.12 0.06 -0.11
H -0.06 1.82 0.30

Summary:
SMILES string	c1nnon1
HOMO energy	-0.437	hartree
total charge	0
gap between HOMO and LUMO	11.86	eV

Energy ordering: A at the bottom, the next structure 0.712 eV above.